Here is a 6-piece molecular cluster, BrH10O5 overall from OMol25. Energies are from wB97M-V/def2-TZVPD.

Computed properties:
* LUMO level: 3.555 eV
* energy relative to the best compared isomer or geometry (same formula, charge and spin): 25.1 kcal/mol
* HOMO-LUMO gap: 0.345 Ha
* E_tot: -80445.0478 eV
* net charge: -1

Each line ends with the Löwdin charge.
CARTESIAN COORDINATES (ANGSTROEM)
1 Br -0.12037 0.30695 -0.08964  0.20
2 O -0.39575 -2.46842 -1.91186  -0.14
3 H 0.56254 -2.41607 -2.06597  0.01
4 H -0.44217 -1.60481 -1.42333  -0.11
5 O -1.40819 -0.61182 2.59709  -0.01
6 H -1.75969 -1.38771 2.41444  -0.05
7 H -1.24403 -0.29003 1.80109  -0.22
8 O 1.65840 2.63546 1.66147  -0.08
9 H 1.18661 3.10598 2.24121  -0.07
10 H 0.98245 2.03985 1.21081  -0.07
11 O -1.45697 2.25589 -2.51048  -0.15
12 H -1.20350 1.68881 -1.76925  -0.14
13 H -2.41640 2.53988 -2.39886  0.05
14 O 2.24656 -1.96967 0.36398  -0.10
15 H 1.46830 -1.39237 0.32296  -0.11
16 H 2.34219 -2.43193 -0.44367  -0.02


Here is C4H6N2S in the gas phase from OMol25. Energies are from wB97M-V/def2-TZVPD.

Computed properties:
* LUMO level: -0.004 eV
* energy relative to the best compared isomer or geometry (same formula, charge and spin): 59.5 kcal/mol
* SMILES: [H]/N=C/[C@@H](C#N)SC
* HOMO-LUMO gap: 0.342 Ha
* E_tot: -18058.3925 eV
* net charge: 0

Each line ends with the Löwdin charge.
CARTESIAN COORDINATES (ANGSTROEM)
1 H -3.39535 1.49951 0.01174  0.06
2 N -2.49554 1.16108 0.33930  0.12
3 C -1.87323 0.36879 -0.44278  -0.26
4 C -0.53096 -0.04153 -0.01635  -0.59
5 C -0.38943 -1.41827 -0.20927  -0.35
6 N -0.04599 -2.49611 -0.37304  0.18
7 S 1.00667 0.78016 -0.77929  0.81
8 C 2.40204 0.15713 0.28170  -0.35
9 H -2.31532 -0.51094 -1.07300  0.15
10 H -0.26110 0.15693 1.10070  0.15
11 H 2.22684 0.47411 1.29213  0.03
12 H 3.18284 0.76543 -0.23405  0.04
13 H 2.48853 -0.89630 0.10221  0.02


Here is C3H5N3S in the gas phase from OMol25. Energies are from wB97M-V/def2-TZVPD.

Computed properties:
* LUMO level: 0.632 eV
* energy relative to the best compared isomer or geometry (same formula, charge and spin): 77.7 kcal/mol
* SMILES: Nn1nccc1S
* HOMO-LUMO gap: 0.334 Ha
* E_tot: -18494.5274 eV
* net charge: 0

Each line ends with the Löwdin charge.
CARTESIAN COORDINATES (ANGSTROEM)
1 N -0.24278 -0.76317 1.88281  0.05
2 N -0.26238 0.00690 0.71127  -0.30
3 N -1.26049 0.98539 0.33490  0.08
4 C -1.00491 1.06342 -0.98893  -0.18
5 C 0.17766 0.36235 -1.35312  -0.12
6 C 0.52367 -0.33897 -0.20638  -0.79
7 S 1.78590 -1.51765 0.00114  0.78
8 H -1.38553 -0.77480 2.14063  0.18
9 H 0.12989 -0.11835 2.61801  0.10
10 H -1.72532 1.66525 -1.55801  0.10
11 H 0.91301 0.45499 -2.26985  0.12
12 H 2.35126 -1.02536 -1.31245  -0.02